Record 1
Here is C11H25O3PPdS4 as an isolated structure from the Open Molecules 2025 dataset. Energies are from the ωB97M-V functional and the def2-TZVPD basis.

Geometry as XYZ:
```
45
Properties=species:S:1:pos:R:3:forces:R:3
Pd 0.198939 -0.437146 -0.915346 0.6 -1.4 -0.3
C -2.494967 -1.793845 -0.559020 0.1 -0.3 -0.4
C -1.540026 -3.015485 -0.482490 -0.1 -0.2 -0.2
S 0.060043 -2.766873 -1.409423 -0.5 -0.4 0.0
C 1.485671 -2.885298 -0.267039 0.0 -0.3 0.0
C 2.720514 -2.275717 -0.968696 0.0 0.0 0.1
S 2.240939 -1.006475 -2.223894 -0.1 0.3 0.2
C 2.766479 0.690629 -1.721824 0.1 0.1 -0.3
C 1.883194 1.690534 -2.492297 0.1 0.2 -0.5
S 0.223381 0.967568 -2.852136 0.2 0.5 1.3
C -1.166802 1.916106 -2.092938 0.0 0.4 -0.6
C -2.402858 0.986036 -1.982172 -0.1 -0.1 -0.1
S -1.926325 -0.806733 -2.024965 0.2 0.4 1.3
H -2.464019 -1.179240 0.326421 0.1 0.2 0.2
H -3.519622 -2.123570 -0.718311 -0.1 0.0 -0.1
H -1.961033 -3.882606 -0.995037 -0.1 0.0 0.1
H -1.335004 -3.293153 0.548964 0.0 0.0 0.1
H 1.652716 -3.948717 -0.058306 0.0 0.1 0.0
H 1.219594 -2.410588 0.678282 0.2 0.1 0.0
H 3.257908 -3.018786 -1.552097 0.0 -0.1 -0.1
H 3.415250 -1.863528 -0.238551 0.0 0.1 0.0
H 3.813149 0.819861 -1.994071 0.2 0.0 0.0
H 2.679024 0.818615 -0.646915 -0.1 0.0 0.2
H 2.285361 1.883800 -3.491402 0.1 0.1 0.1
H 1.781218 2.647155 -1.982737 0.0 0.0 0.1
H -1.386528 2.759597 -2.753261 -0.1 -0.1 0.0
H -0.847921 2.305802 -1.135113 0.0 0.0 0.1
H -3.058637 1.102861 -2.842866 -0.1 0.0 -0.1
H -2.969858 1.208561 -1.082689 0.0 0.0 0.1
C 1.312435 2.763871 1.910710 -0.4 -0.4 0.0
O 0.857033 1.317262 2.027349 1.2 0.8 0.0
P -0.211059 0.545905 1.282250 -0.5 0.6 -1.5
O -1.499177 1.322157 1.079652 -1.2 0.8 0.3
C -2.325497 1.872262 2.253543 0.3 -0.2 0.0
O -0.395479 -0.790307 1.981945 0.2 -1.1 0.5
C 0.151457 -1.241159 3.355411 0.0 0.1 -0.3
H 1.638257 3.033884 2.904692 0.1 0.0 0.2
H 0.464628 3.363261 1.592696 0.0 0.0 0.0
H 2.135557 2.785043 1.208417 0.1 0.0 0.0
H -2.944795 2.651939 1.838592 -0.1 0.1 -0.2
H -1.635761 2.266749 2.996034 0.0 0.0 0.0
H -2.908436 1.039498 2.630358 -0.1 0.0 0.0
H -0.637933 -1.033160 4.063350 -0.2 0.1 0.1
H 1.058454 -0.685964 3.557155 0.0 0.1 0.0
H 0.330538 -2.300609 3.247771 0.0 -0.1 0.0
```
Forces are in eV/Å.

Properties
Net charge ... +4
Relative energy (zero: lowest compared OMol25 entry of this formula, charge and spin) ... 65.9 kcal/mol
E_LUMO (spin up / spin down) ... -17.06 / -17.06 eV
E ... -74017.1779 eV
Multiplicity ... 1
HOMO-LUMO gap (spin up / spin down) ... 0.2076 / 0.2071 Ha

---

Record 2
Here is C11H26CuN4O6S as an isolated structure from the Open Molecules 2025 dataset. Energies are from the ωB97M-V functional and the def2-TZVPD basis.

Geometry as XYZ:
```
49
Properties=species:S:1:pos:R:3:forces:R:3
O -0.517463 0.589580 -5.109690 -0.9 -0.1 0.2
H -1.101336 0.179812 -5.773840 0.6 0.2 0.3
Cu -0.436284 0.236812 0.040383 0.7 1.2 0.2
N -0.203562 1.857226 1.236120 1.3 0.1 -0.8
N 0.925101 1.211583 -0.976924 0.8 0.2 0.2
N -1.567963 -0.849763 1.359524 -0.4 -1.5 1.1
N -0.721996 -1.430717 -0.973010 -0.4 -1.9 -0.5
O -0.866148 2.055913 2.331063 -0.4 -0.3 0.8
O -1.966474 -0.467203 2.648838 0.1 -0.8 -1.2
O -0.155500 -1.708165 -2.210351 -1.0 -0.2 0.8
O 1.549818 0.596006 -1.926397 -0.8 0.6 -0.1
C 1.404570 2.287091 -0.380579 0.2 -0.9 -1.7
C 0.792408 2.632884 0.863459 -1.4 0.0 1.1
C -1.779307 -2.099333 0.991950 -0.3 2.8 2.1
C -1.244309 -2.440551 -0.302410 1.3 1.5 -3.0
C 1.168272 3.796089 1.722211 0.1 0.3 0.1
H 1.437922 3.454590 2.731081 -0.2 0.0 -0.2
H 0.312563 4.479654 1.822412 0.1 -0.3 0.1
H 2.007873 4.381100 1.338544 -0.1 -0.3 -0.1
C 2.534623 3.003959 -1.036601 0.5 0.1 -0.2
H 2.258005 3.261038 -2.072089 0.1 -0.2 0.3
H 3.428240 2.361485 -1.091482 -0.3 0.1 -0.1
H 2.824350 3.932183 -0.540173 -0.2 -0.2 0.1
C -2.503884 -3.079876 1.834940 -0.4 -0.5 0.3
C -1.332173 -3.819922 -0.848150 0.1 -0.7 -0.1
H -3.177080 -2.619745 2.570858 0.4 0.1 -0.3
H -1.800242 -3.722215 2.380702 -0.1 0.1 -0.1
H -3.111692 -3.732541 1.201935 0.1 0.0 0.1
H -0.572648 -4.048382 -1.607169 -0.2 0.4 0.3
H -2.318316 -3.989256 -1.303972 0.2 0.1 0.1
H -1.224005 -4.551147 -0.041432 0.0 0.1 -0.1
H -1.682296 0.491921 2.752818 0.2 0.1 -0.7
H 0.092308 -0.839369 -2.617609 0.3 -0.2 0.8
C -1.417901 1.021877 -4.063915 -0.2 0.2 -0.3
H -0.889195 1.737048 -3.397451 -0.2 -0.7 -0.4
H -1.826618 0.146382 -3.504052 0.3 0.7 -0.2
H -2.267165 1.560440 -4.533620 0.3 -0.2 0.4
O -2.600624 1.362055 -0.109695 0.2 -0.7 0.2
H -2.526343 0.462253 0.297936 -0.7 1.3 -0.4
H -1.884109 1.869257 0.333242 -1.0 -0.1 -0.1
C 3.055485 -1.850121 0.956123 0.6 -0.4 0.0
S 1.588509 -0.921705 0.921934 -1.1 0.1 -0.5
C 1.579809 -0.262963 2.559671 0.3 -0.1 0.4
H 3.238648 -2.251561 -0.039439 0.1 0.0 0.1
H 2.886896 -2.650146 1.668110 0.6 -0.3 0.1
H 3.848050 -1.172291 1.247088 0.5 -0.3 0.1
H 0.568271 -0.062810 2.907901 0.1 0.1 -0.1
H 2.014797 -1.043219 3.171251 0.1 0.1 0.6
H 2.178135 0.644740 2.569979 0.0 0.1 0.4
```
Forces are in eV/Å.

Properties
Relative energy (zero: lowest compared OMol25 entry of this formula, charge and spin) ... 0.0 kcal/mol
E_LUMO (spin up / spin down) ... -1.03 / -1.02 eV
E ... -85541.6786 eV
Multiplicity ... 2
HOMO-LUMO gap (spin up / spin down) ... 0.2152 / 0.2127 Ha

---

Record 3
Here is a 2-piece molecular cluster, C11H26FN2O overall from the Open Molecules 2025 dataset. Energies are from the ωB97M-V functional and the def2-TZVPD basis.

Geometry as XYZ:
```
41
Properties=species:S:1:pos:R:3:forces:R:3
C 3.004831 3.158401 1.974959 1.0 0.2 -0.6
O 2.136109 4.263398 2.410302 -0.8 -2.2 0.5
C 0.872463 3.783691 2.998011 -0.1 0.3 -0.4
C -0.122560 3.362328 1.730564 1.2 -0.6 0.4
N -1.488744 2.879836 2.166482 0.6 2.2 -2.4
F -1.254287 1.931441 3.119246 0.1 -1.0 1.4
H 4.036182 3.279331 2.543844 -2.1 -0.3 -1.3
H 2.592979 2.085116 2.191997 0.5 2.0 -0.2
H 3.160425 3.269493 0.798012 -0.2 -0.3 2.6
H 1.088802 2.839883 3.692322 -0.7 2.1 -1.4
H 0.435405 4.700100 3.622930 0.9 -2.1 -1.4
H -0.188691 4.198542 0.905490 -0.1 -1.5 1.9
H 0.412201 2.424547 1.221575 -1.2 1.9 1.0
H -2.067326 3.631931 2.603034 0.9 -0.8 0.0
C 0.180293 -4.323268 -1.863764 0.2 -0.1 0.0
C -0.989135 -3.777617 -1.050918 0.0 -0.3 -0.4
C -1.465104 -2.404836 -1.528785 0.0 0.2 0.5
N -0.933445 -1.206839 -0.710368 -0.4 0.5 0.2
C -1.643919 -1.133100 0.634172 0.3 -0.1 -0.5
C 0.581543 -1.183146 -0.523192 -0.2 -0.2 0.0
C 1.097503 -0.707617 -1.861730 0.4 -0.4 -0.2
C 0.104022 0.361914 -2.280115 0.0 0.6 -0.6
C -1.188259 0.088078 -1.515130 -0.1 -0.2 0.3
H 1.104988 -3.773192 -1.676478 0.0 -0.1 -0.1
H 0.362666 -5.370272 -1.602792 0.0 0.2 -0.1
H -0.030107 -4.277204 -2.937746 0.0 0.0 0.2
H -0.744970 -3.794313 0.015431 -0.1 0.1 -0.1
H -1.821886 -4.481343 -1.184484 0.1 0.3 0.2
H -2.558280 -2.348722 -1.457115 0.3 0.3 0.0
H -1.196230 -2.237875 -2.578345 0.1 0.0 0.3
H -1.413878 -2.035551 1.204866 -0.1 0.1 -0.1
H -2.719292 -1.048616 0.452333 0.2 -0.1 0.1
H -1.286274 -0.251774 1.173173 -0.1 -0.1 -0.1
H 0.807244 -0.446790 0.258101 -0.3 -0.2 -0.1
H 0.944657 -2.159568 -0.201183 -0.2 0.1 0.0
H 1.100321 -1.523822 -2.592466 0.1 0.0 0.2
H 2.119317 -0.322633 -1.797607 -0.2 -0.1 0.1
H -0.058047 0.348794 -3.362852 0.0 0.1 0.2
H 0.481057 1.358557 -2.023585 -0.1 -0.2 -0.1
H -2.059961 -0.054897 -2.162523 0.2 -0.1 0.3
H -1.392615 0.897618 -0.805664 -0.1 -0.3 0.0
```
Forces are in eV/Å.

Properties
Net charge ... +1
E_LUMO ... -2.35 eV
E ... -19563.7037 eV
Multiplicity ... 1
HOMO-LUMO gap ... 0.3423 Ha